# 1
{"formula": "C6H12NS", "method": "wB97M-V/def2-TZVPD", "total_charge": 1, "lumo_energy_ev": -5.330, "gap_ev": 7.46, "homo_energy_ev": -12.8, "relative_energy_kj_mol": 490.5, "elements": ["C", "C", "C", "C", "C", "C", "N", "S", "H", "H", "H", "H", "H", "H", "H", "H", "H", "H", "H", "H"], "coordinates": [[-1.1854, -1.2293, -0.2440], [-4.2689, 0.7282, 0.3135], [-2.0597, -0.3905, 0.6849], [2.5820, 0.9949, 0.7921], [2.1271, 0.6413, -0.5411], [2.0190, -0.8037, -0.9972], [-3.1590, 0.2288, 0.5132], [1.0120, -1.9547, -0.0849], [-1.4661, -2.0951, 0.1696], [-1.3708, -0.9673, -1.3211], [-4.3247, 1.7500, 0.0892], [-5.2283, 0.1572, 0.5870], [-1.5623, -0.5504, 1.7284], [3.6157, 1.3774, 0.6830], [1.7615, 1.6237, 1.1024], [2.4567, 0.1818, 1.4937], [2.9042, 1.0490, -1.3269], [1.2378, 1.2107, -0.8244], [1.8774, -0.8472, -2.0221], [3.0318, -1.1048, -0.7953]], "forces_ev_per_angstrom": [[1.318, 4.094, -2.308], [-2.095, -1.377, 1.391], [2.114, -0.334, 1.646], [0.005, -0.080, 1.064], [0.492, 0.663, -4.728], [0.223, 0.921, 1.986], [2.725, -1.665, -0.016], [-2.606, 1.257, 0.320], [-0.986, -4.232, 0.556], [0.176, -1.003, 1.085], [-0.199, 1.465, -0.484], [1.501, 0.626, -0.857], [-1.661, 1.084, -1.272], [-0.854, 0.141, 1.101], [0.803, 1.306, 0.833], [0.681, -0.522, 0.200], [-1.376, -0.579, 1.309], [-0.267, -0.277, 0.010], [-0.519, -0.302, -1.964], [0.527, -1.186, 0.128]]}



# 2
{"formula": "C36H37N3O8P2S2Sn", "method": "wB97M-V/def2-TZVPD", "total_charge": -1, "lumo_energy_ev": [2.005, 2.005], "gap_ev": [4.66, 7.67], "multiplicity": 2, "homo_energy_ev": [-2.7, -5.7], "relative_energy_kj_mol": 0.0, "elements": ["Sn", "C", "C", "C", "C", "C", "C", "C", "H", "H", "H", "H", "H", "H", "H", "H", "N", "C", "C", "C", "C", "C", "C", "P", "C", "C", "C", "C", "C", "C", "C", "C", "C", "C", "C", "C", "H", "H", "H", "H", "H", "H", "H", "H", "H", "H", "H", "H", "H", "H", "H", "H", "C", "C", "O", "P", "S", "S", "O", "C", "C", "H", "H", "H", "H", "H", "H", "H", "H", "H", "H", "O", "C", "O", "C", "C", "C", "C", "C", "C", "N", "O", "O", "N", "O", "O", "H", "H", "H"], "coordinates": [[0.5328, 1.0200, -0.6668], [2.1981, 5.2160, -0.3987], [2.7215, 3.9512, 0.2349], [3.5050, 3.0553, -0.4920], [4.0451, 1.9261, 0.1093], [3.7911, 1.6578, 1.4491], [2.9935, 2.5300, 2.1783], [2.4730, 3.6712, 1.5751], [1.2159, 5.4817, -0.0036], [2.1008, 5.1050, -1.4792], [2.8754, 6.0510, -0.2030], [3.7110, 3.2584, -1.5379], [4.6582, 1.2428, -0.4638], [4.2198, 0.7760, 1.9155], [2.7855, 2.3287, 3.2235], [1.8772, 4.3674, 2.1604], [-1.1312, 2.5353, 1.2326], [-1.7948, 1.8992, 2.3322], [-2.4078, 2.6412, 3.3449], [-3.0511, 2.0071, 4.3926], [-3.0961, 0.6170, 4.4420], [-2.4865, -0.1196, 3.4435], [-1.8232, 0.5066, 2.3877], [-0.9521, -0.5041, 1.1208], [0.0826, -1.5562, 2.1836], [-0.2542, -2.8499, 2.5689], [0.6168, -3.5817, 3.3678], [1.8194, -3.0277, 3.7878], [2.1537, -1.7314, 3.4198], [1.2887, -0.9993, 2.6178], [-2.3157, -1.4923, 0.4378], [-3.5808, -0.9092, 0.3352], [-4.6007, -1.5562, -0.3458], [-4.3695, -2.7943, -0.9298], [-3.1161, -3.3824, -0.8279], [-2.0862, -2.7326, -0.1617], [-0.6854, 3.4010, 1.5087], [-1.7628, 2.7609, 0.4645], [-2.3836, 3.7249, 3.2922], [-3.5299, 2.5964, 5.1652], [-3.5945, 0.1150, 5.2624], [-2.5003, -1.2029, 3.4892], [-1.1828, -3.2960, 2.2338], [0.3612, -4.5968, 3.6486], [2.5108, -3.6117, 4.3836], [3.1090, -1.3164, 3.7192], [1.5643, 0.0043, 2.3045], [-3.7705, 0.0572, 0.7855], [-5.5743, -1.0883, -0.4275], [-5.1607, -3.2924, -1.4775], [-2.9287, -4.3471, -1.2843], [-1.0959, -3.1669, -0.1349], [-1.3037, 2.1457, -6.5279], [-0.4610, 1.7150, -5.3464], [-0.6633, 2.6046, -4.2290], [-1.6778, 2.2658, -3.0329], [-1.5513, 3.7394, -1.7604], [-1.3700, 0.3686, -2.4006], [-3.1068, 2.1379, -3.7595], [-4.0825, 3.1973, -3.8009], [-5.0378, 3.1057, -2.6311], [-1.0746, 1.5126, -7.3889], [-1.0961, 3.1835, -6.7920], [-2.3647, 2.0463, -6.2984], [0.5996, 1.7745, -5.5782], [-0.6883, 0.6923, -5.0486], [-4.6123, 3.0573, -4.7406], [-3.5778, 4.1625, -3.8269], [-5.4080, 2.0836, -2.5317], [-5.8872, 3.7753, -2.7935], [-4.5369, 3.3893, -1.7068], [0.4594, -1.7352, -0.9425], [1.6834, -1.5850, -0.7477], [2.2162, -0.4159, -0.7297], [2.5586, -2.7475, -0.3998], [3.5826, -2.5262, 0.5004], [4.3692, -3.6093, 0.9468], [4.1515, -4.8877, 0.4020], [3.1433, -5.0507, -0.5156], [2.3035, -4.0103, -0.9300], [2.9249, -6.3965, -1.0753], [3.6291, -7.3089, -0.7012], [2.0390, -6.5297, -1.8954], [5.3276, -3.4170, 1.9174], [6.0526, -4.4027, 2.2809], [5.4478, -2.2424, 2.4290], [3.7725, -1.5400, 0.8875], [4.7650, -5.7173, 0.7117], [1.4992, -4.1841, -1.6280]], "forces_ev_per_angstrom": [[0.191, 0.086, -0.008], [-0.035, -0.119, -0.008], [0.053, 0.070, 0.003], [0.108, 0.058, 0.094], [0.004, 0.045, 0.037], [0.010, -0.044, 0.000], [-0.006, 0.038, -0.056], [-0.026, -0.015, 0.021], [0.027, -0.010, -0.010], [-0.007, -0.005, 0.031], [-0.009, 0.004, -0.009], [-0.041, -0.026, 0.015], [-0.055, -0.006, -0.010], [-0.050, 0.026, -0.042], [0.007, 0.014, -0.024], [0.000, -0.062, -0.027], [-0.277, -0.105, 0.340], [0.082, 0.151, -0.205], [0.038, 0.002, 0.010], [0.016, -0.015, -0.036], [-0.010, 0.016, 0.024], [0.034, -0.036, 0.062], [0.032, -0.009, -0.097], [-0.099, 0.139, 0.375], [0.061, -0.001, -0.092], [0.064, -0.046, 0.028], [0.005, 0.028, -0.021], [-0.034, -0.022, -0.008], [-0.019, 0.063, -0.033], [-0.060, -0.079, -0.022], [0.007, -0.002, -0.194], [0.041, -0.082, 0.042], [0.023, -0.048, -0.006], [0.021, 0.035, 0.010], [0.014, 0.006, 0.030], [-0.070, 0.006, 0.031], [0.023, 0.040, 0.009], [0.077, -0.097, -0.030], [0.004, -0.056, -0.009], [0.029, -0.015, 0.005], [0.007, 0.012, -0.041], [-0.010, 0.016, -0.002], [0.031, 0.009, 0.028], [0.006, 0.035, -0.015], [-0.018, 0.026, -0.042], [-0.022, -0.037, -0.060], [0.010, -0.042, 0.014], [-0.004, 0.009, -0.024], [0.024, 0.001, 0.005], [0.010, -0.005, 0.040], [0.006, 0.042, 0.002], [-0.071, 0.008, -0.031], [-0.007, -0.038, -0.026], [-0.160, 0.141, 0.076], [0.080, -0.052, -0.061], [-0.067, -0.119, -0.100], [-0.044, 0.119, -0.121], [0.044, 0.070, 0.030], [-0.173, 0.066, 0.098], [0.135, -0.077, 0.002], [-0.011, -0.030, 0.011], [-0.017, 0.039, 0.018], [0.008, -0.021, 0.001], [0.023, 0.007, -0.008], [0.076, 0.008, 0.002], [0.002, -0.064, 0.051], [-0.008, -0.022, -0.099], [0.029, 0.051, 0.023], [-0.020, 0.044, -0.021], [0.051, -0.032, 0.022], [0.001, -0.026, 0.008], [0.434, 0.028, -0.203], [-0.210, -0.197, 0.242], [-0.195, -0.091, -0.007], [0.013, 0.235, -0.129], [0.029, -0.202, -0.058], [-0.072, 0.119, -0.007], [0.092, -0.131, 0.013], [-0.191, 0.312, -0.033], [-0.017, -0.326, 0.019], [-0.008, 0.247, 0.048], [0.269, -0.212, 0.184], [-0.320, 0.014, -0.264], [0.323, 0.155, 0.388], [-0.295, 0.403, -0.106], [-0.028, -0.481, -0.173], [0.038, 0.018, 0.027], [0.034, 0.020, 0.034], [0.021, 0.022, 0.022]]}



# 3
{"formula": "C21H32ClN2O4S2ScSi3", "method": "wB97M-V/def2-TZVPD", "total_charge": 0, "lumo_energy_ev": -0.190, "gap_ev": 7.99, "homo_energy_ev": -8.2, "elements": ["Sc", "C", "Si", "C", "C", "C", "Si", "C", "C", "C", "Si", "C", "C", "C", "C", "C", "C", "C", "N", "H", "H", "H", "H", "H", "H", "H", "H", "H", "H", "H", "H", "H", "H", "H", "H", "H", "H", "H", "H", "H", "H", "H", "H", "H", "H", "H", "H", "S", "C", "N", "C", "C", "C", "C", "C", "C", "S", "H", "H", "H", "H", "O", "Cl", "O", "O", "O"], "coordinates": [[-0.1957, -0.0362, 0.7352], [2.9025, -3.1314, -0.3570], [2.7715, -1.6188, 0.7475], [1.8378, -2.3208, 2.2451], [4.5220, -1.2328, 1.3168], [1.9269, -0.1186, -0.0012], [2.1617, -0.1500, -1.8862], [3.9784, -0.3650, -2.3596], [1.6419, 1.4363, -2.7637], [1.1826, -1.4570, -2.8019], [2.5388, 1.5275, 0.5813], [2.7047, 1.8483, 2.4204], [4.1019, 2.2435, -0.1651], [1.1184, 2.6870, 0.0476], [1.2736, 4.0402, -0.2437], [0.2206, 4.7635, -0.7708], [-0.9854, 4.1203, -1.0028], [-1.0991, 2.7916, -0.6553], [-0.0823, 2.0896, -0.1370], [3.4760, -3.8715, 0.2106], [3.3983, -2.9892, -1.3150], [1.9162, -3.5591, -0.5404], [1.4391, -3.3005, 1.9723], [0.9929, -1.7506, 2.6331], [2.5233, -2.4678, 3.0839], [4.9675, -2.1343, 1.7464], [4.5687, -0.4499, 2.0760], [5.1477, -0.9212, 0.4772], [4.5485, 0.5489, -2.1955], [4.0310, -0.5964, -3.4273], [4.4872, -1.1669, -1.8259], [2.1259, 2.3500, -2.4179], [0.5609, 1.5852, -2.7145], [1.9021, 1.3061, -3.8185], [1.2464, -2.4555, -2.3806], [1.5603, -1.4971, -3.8279], [0.1280, -1.1857, -2.8488], [3.4298, 1.2005, 2.9135], [1.7553, 1.7643, 2.9478], [3.0525, 2.8782, 2.5411], [4.9533, 1.5902, 0.0396], [4.3095, 3.2075, 0.3073], [4.0442, 2.3947, -1.2413], [2.2356, 4.5102, -0.0843], [0.3388, 5.8118, -1.0149], [-1.8299, 4.6360, -1.4370], [-2.0279, 2.2592, -0.7994], [-2.6185, 0.9291, 1.4580], [-1.7729, 0.6829, 2.9055], [-0.4937, 0.3127, 2.9375], [-0.0452, 0.1154, 4.2502], [1.2188, -0.3114, 4.6486], [1.4924, -0.4415, 5.9977], [0.5243, -0.1568, 6.9611], [-0.7392, 0.2560, 6.5801], [-1.0106, 0.3832, 5.2248], [-2.5005, 0.8637, 4.4691], [1.9734, -0.5432, 3.9123], [2.4749, -0.7724, 6.3077], [0.7581, -0.2697, 8.0111], [-1.5007, 0.4709, 7.3180], [-2.9511, -2.6525, -0.2938], [-1.5859, -2.3225, -0.1791], [-1.2869, -1.0371, -0.8808], [-1.2065, -2.0069, 1.2154], [-0.7207, -3.3300, -0.6795]], "forces_ev_per_angstrom": [[-0.623, 0.100, 0.094], [-0.012, -0.002, -0.025], [-0.009, 0.034, 0.100], [-0.098, -0.093, -0.079], [0.067, 0.004, -0.009], [-0.001, -0.114, -0.046], [0.050, 0.039, 0.022], [-0.006, -0.031, -0.006], [-0.056, 0.044, -0.008], [-0.041, -0.005, -0.006], [-0.007, 0.020, -0.043], [-0.012, -0.049, 0.072], [0.075, 0.001, 0.015], [-0.119, 0.084, -0.125], [0.023, -0.063, 0.055], [-0.018, 0.046, -0.012], [0.000, 0.025, -0.026], [0.049, -0.070, 0.000], [0.119, 0.020, 0.089], [-0.007, -0.002, -0.019], [0.024, 0.012, -0.018], [-0.030, -0.009, -0.018], [0.000, -0.002, 0.001], [0.035, -0.100, -0.114], [-0.009, -0.038, -0.032], [0.013, 0.012, 0.000], [0.000, -0.005, -0.001], [0.014, 0.003, 0.007], [0.014, -0.008, -0.012], [0.008, -0.002, 0.004], [0.002, -0.030, 0.003], [0.002, -0.020, -0.021], [0.018, 0.017, -0.017], [0.001, -0.001, 0.000], [-0.001, -0.076, 0.027], [0.013, 0.002, 0.011], [0.007, -0.015, -0.012], [-0.006, 0.002, 0.018], [-0.026, -0.022, 0.042], [-0.009, -0.002, 0.007], [-0.002, 0.014, -0.005], [0.016, -0.003, -0.009], [0.003, 0.023, -0.001], [-0.001, -0.001, 0.011], [0.004, -0.004, -0.001], [0.002, 0.001, 0.004], [-0.011, -0.004, 0.014], [0.033, -0.073, 0.041], [0.128, 0.046, 0.010], [-0.002, -0.068, -0.011], [-0.037, 0.003, -0.075], [0.118, 0.141, 0.023], [-0.035, 0.019, 0.004], [0.000, -0.037, -0.018], [0.005, 0.001, 0.013], [-0.026, 0.040, 0.023], [-0.032, -0.008, 0.027], [-0.020, 0.166, 0.140], [0.001, 0.000, 0.004], [0.003, 0.010, 0.000], [0.003, -0.001, 0.000], [0.145, 0.192, 0.098], [0.271, -0.369, -0.242], [0.042, 0.040, 0.124], [0.173, 0.151, -0.079], [-0.224, 0.019, -0.009]]}



# 4
{"formula": "C14H18BrClN3O3PS", "method": "wB97M-V/def2-TZVPD", "total_charge": 0, "lumo_energy_ev": -2.982, "gap_ev": 3.37, "homo_energy_ev": -6.3, "elements": ["N", "P", "O", "N", "N", "C", "C", "C", "C", "C", "C", "C", "C", "C", "C", "C", "C", "C", "C", "S", "O", "O", "Cl", "H", "H", "H", "H", "H", "H", "H", "H", "H", "H", "H", "H", "H", "H", "H", "H", "H", "H", "Br"], "coordinates": [[0.4195, -2.7442, 4.0012], [-0.0431, -0.9951, 4.1918], [-1.7820, -0.8190, 4.3050], [0.5949, -0.1204, 2.7205], [1.5792, 0.7513, 3.0360], [2.2327, 1.5034, 1.9403], [1.7447, 1.2495, 0.4093], [2.5239, 2.0700, -0.8039], [2.0873, 3.5434, -1.3801], [2.9968, 4.1638, -2.6326], [4.2827, 3.3947, -3.3106], [4.7385, 1.9352, -2.7122], [3.8521, 1.3064, -1.4630], [0.5034, 0.2095, 0.0624], [-0.0783, -0.5225, 1.4504], [-1.2826, -1.6204, 1.2399], [-2.7981, -0.9936, 1.2535], [-3.4498, -0.7077, -0.2221], [-3.5074, -2.0035, -1.2247], [-5.0283, -2.1040, -2.3127], [-4.6194, -2.0246, -3.8347], [-6.0621, -0.9674, -2.0996], [-5.9153, -4.0194, -2.0992], [0.9432, -2.8608, 3.0817], [1.1965, -2.8487, 4.7212], [-2.1446, -1.7589, 4.1889], [3.1060, 2.2644, 2.2065], [1.1737, 4.0888, -0.8907], [2.7022, 5.2116, -3.0849], [4.9052, 3.8415, -4.2109], [5.6737, 1.3282, -3.1309], [4.2194, 0.2557, -1.0478], [0.0933, -0.0237, -1.0104], [-1.0932, -2.1060, 0.1656], [-1.2746, -2.5151, 1.9953], [-2.7379, 0.0375, 1.8274], [-3.4717, -1.7140, 1.9119], [-2.9654, 0.2497, -0.7450], [-4.5848, -0.3932, -0.0262], [-3.3931, -3.0217, -0.6132], [-2.5752, -1.9015, -1.9627], [7.2379, 1.3808, -3.8906]], "forces_ev_per_angstrom": [[1.176, 1.847, -1.262], [0.166, 0.269, 3.455], [2.152, -2.919, -1.710], [-2.792, -1.909, -3.854], [1.503, 1.991, -4.649], [-3.245, -3.034, -0.600], [-1.026, -0.242, -0.094], [1.858, 0.744, -2.085], [3.343, -2.562, -1.435], [1.024, -2.906, 0.914], [-2.299, -1.954, 3.570], [-5.750, 2.542, 2.823], [-0.859, 2.900, -1.317], [2.054, 0.863, 5.627], [2.931, 2.864, -3.365], [0.179, -0.444, -0.400], [0.122, 0.646, 0.403], [-1.647, 0.700, 0.330], [2.427, -0.264, 1.170], [-2.270, 4.758, -6.801], [-0.523, -1.190, 6.050], [3.529, -4.342, 1.032], [0.774, 1.292, 0.404], [-1.042, -0.092, 1.261], [-1.428, 0.229, -0.928], [0.305, 1.770, 0.173], [-2.200, -1.953, -0.597], [2.042, -1.049, -1.245], [0.524, -2.376, 1.177], [-1.552, -0.924, 2.170], [-1.624, 0.897, 0.642], [-1.061, 2.488, -0.854], [1.028, 0.616, 2.337], [-0.117, 1.157, 2.412], [0.418, 1.854, -1.291], [-0.337, -2.135, -1.189], [1.291, 1.514, -1.624], [-0.876, -2.369, 1.063], [2.471, -0.601, -0.380], [-0.511, 2.193, -1.458], [-2.442, -0.561, 1.204], [2.285, -0.309, -1.080]]}